## 1
# C4H5NS

A single C4H5NS molecule (ωB97M-V/def2-TZVPD, the Open Molecules 2025 dataset).

As for the gap between HOMO and LUMO: 8.76 eV. As for the LUMO energy: 0.2 eV.

ORCA input file:
```
! wB97M-V def2-TZVPD RIJCOSX def2/J DEFGRID3
* xyz 0 1
C 0.114 -0.732 1.212
C -0.642 0.192 -1.460
C 0.110 1.041 -0.538
C 0.524 0.558 0.643
H 0.886 -1.073 1.892
H -0.805 -0.698 1.813
H -1.057 0.709 -2.319
H 0.426 2.027 -0.847
H 1.347 1.018 1.183
N -0.809 -1.065 -1.424
S -0.094 -1.978 -0.155
*
```

## 2
# C4H5NS

A molecular structure, C4H5NS (ωB97M-V/def2-TZVPD, the Open Molecules 2025 dataset).

As for the gap between HOMO and LUMO: 7.87 eV. As for the LUMO energy: -0.4 eV.

ORCA input file:
```
! wB97M-V def2-TZVPD RIJCOSX def2/J DEFGRID3
* xyz 0 1
C -0.979 0.896 -0.546
C 1.442 -0.606 0.080
C 0.200 -0.700 0.842
C -0.960 -0.341 0.211
H -1.688 0.864 -1.313
H -0.779 1.825 0.000
H 2.289 -1.148 0.472
H 0.230 -1.320 1.928
H -1.847 -0.508 1.209
N 1.670 0.039 -1.093
S 0.422 1.001 -1.791
*
```

Most stable structure - 1; separation to the second - 236.6 kJ/mol.